No. 1
Computed, not measured: a structure of composition C23H40N4O2S2SiTi, with wB97M-V/def2-TZVPD.

```
73
Properties=species:S:1:pos:R:3:mulliken_spin:R:1
Ti -0.269 -0.301 1.184 0.0617
S 2.612 -1.517 -0.634 0.0010
S -2.796 -1.987 -0.746 0.0084
Si 3.953 0.252 -3.043 0.0001
O -0.027 -2.429 0.458 0.0195
O 2.572 2.950 0.103 -0.0005
N -1.166 -1.501 2.608 0.2086
N 0.385 -0.069 -0.963 0.0072
N -1.306 1.046 1.249 -0.0051
N 1.132 3.153 1.841 0.0002
C 1.631 -0.338 -1.430 0.0001
C -1.939 -2.511 -2.243 -0.0034
C -2.246 3.013 0.119 -0.0007
C -1.000 -2.879 2.560 0.2155
C -2.419 2.764 2.586 -0.0033
C -4.461 -1.835 -1.423 0.0008
C -1.711 -3.752 3.329 -0.1191
C -0.448 0.668 -1.721 0.0013
C 5.046 0.797 -1.627 0.0000
C -2.066 -1.052 3.561 0.2738
C -2.391 1.990 1.257 0.0090
C 4.202 1.492 -4.445 0.0000
C -0.084 1.245 -2.908 -0.0010
C 4.462 -1.416 -3.737 0.0001
C 2.131 0.339 -2.580 0.0003
C -3.724 1.246 1.089 0.0096
C 0.053 -3.303 1.595 -0.0423
C -2.783 -1.881 4.373 -0.1412
C 1.251 1.116 -3.303 0.0004
C 2.545 1.175 1.732 0.0091
C 1.455 0.269 2.323 -0.0154
C 2.091 2.482 1.123 -0.0028
C -2.643 -3.283 4.278 0.4583
H -4.568 1.942 1.098 0.0003
H 4.349 -2.198 -2.988 -0.0001
H -2.406 2.547 -0.853 0.0002
H 4.554 1.609 -1.085 0.0000
H -1.520 3.373 2.699 0.0006
H 0.701 3.908 1.329 0.0008
H 1.596 1.640 -4.187 0.0001
H 3.619 1.237 -5.333 0.0000
H -0.796 1.828 -3.475 0.0000
H -4.839 -2.805 -1.745 -0.0004
H 3.933 2.506 -4.139 0.0000
H -1.538 -4.815 3.199 -0.0098
H 3.271 1.463 2.506 0.0003
H -2.320 -3.471 -2.593 0.0001
H -3.722 0.700 0.143 -0.0011
H 3.848 -1.676 -4.603 0.0000
H 1.086 0.677 3.274 -0.0006
H 5.256 1.501 -4.736 0.0000
H -2.977 3.818 0.233 -0.0001
H -3.285 3.432 2.627 0.0001
H -4.480 -1.138 -2.262 0.0004
H -2.044 -1.760 -3.027 0.0000
H 5.505 -1.380 -4.061 0.0000
H 0.469 2.542 2.302 -0.0012
H -0.887 -2.607 -1.987 0.0015
H 0.882 -2.368 0.043 0.0014
H 3.102 0.651 0.957 -0.0022
H -1.243 3.442 0.118 -0.0001
H 1.922 -0.691 2.585 -0.0009
H 6.011 1.157 -1.995 0.0000
H -3.211 -3.959 4.899 0.0524
H 1.051 -3.192 2.040 0.0214
H -2.167 0.020 3.620 -0.0063
H -3.850 0.518 1.893 -0.0030
H 5.219 -0.019 -0.926 0.0000
H -1.444 0.776 -1.316 -0.0011
H -2.472 2.078 3.431 0.0013
H -5.101 -1.448 -0.631 -0.0006
H -0.081 -4.345 1.292 0.0044
H -3.466 -1.441 5.090 -0.0081
```

Calculated values
LUMO level (alpha / beta)	0.090 / 0.089	Ha
total charge	-1
ΔE to the lowest compared entry with this formula, charge and spin	0.329	eV
gap between HOMO and LUMO (alpha / beta)	4.54 / 7.25	eV
expectation value of S²	0.77
strongest force on any atom	0.4	eV Å⁻¹
spin multiplicity	2

No. 2
Computed, not measured: a structure of composition C23H40NO2P3Sn at a distorted geometry, with wB97M-V/def2-TZVPD.

```
70
Properties=species:S:1:pos:R:3:lowdin_charge:R:1
Sn 1.249 -0.890 -1.723 1.3260
P -0.245 -3.862 0.028 0.9157
P -2.151 1.661 -2.171 0.8857
P 2.711 1.227 1.765 0.9195
O 1.016 -1.106 1.583 0.0184
O -1.975 -1.128 -0.396 0.0308
N -1.462 0.575 2.103 0.0141
C -1.529 1.731 4.218 -0.0022
C -0.943 -0.777 -0.781 -0.2575
C 4.298 0.412 1.444 -0.1746
C 1.518 -0.186 1.009 -0.2775
C 1.360 -4.665 0.446 -0.2296
C -2.674 1.070 1.833 -0.1530
C 2.705 1.800 3.487 -0.1517
C -2.833 0.569 -3.490 -0.2488
C -3.352 1.953 2.698 0.0057
C -2.735 2.353 3.884 -0.2451
C 2.166 0.435 -3.396 -0.0912
C -0.700 -4.723 -1.530 -0.2289
C -1.245 2.839 -3.240 -0.2612
C -1.432 -4.447 1.304 -0.1931
C 3.206 -0.038 -2.570 -0.1344
C -3.327 3.439 4.729 -0.0192
C -0.929 0.849 3.302 -0.1633
C 2.488 -2.336 -2.989 -0.1250
C 3.388 -1.427 -2.392 -0.1086
C -3.613 2.534 -1.521 -0.2271
C 1.484 -1.860 -3.857 -0.0735
C 2.798 2.643 0.640 -0.1684
C 1.303 -0.478 -4.029 -0.0911
H 1.884 3.251 0.716 0.0801
H -2.444 -4.156 0.971 0.0706
H 4.524 0.467 0.363 0.0536
H 2.124 -4.340 -0.291 0.0354
H -0.644 2.282 -3.983 0.0342
H -1.180 -3.893 2.227 0.0680
H 1.929 2.568 3.639 0.0800
H 3.853 0.664 -2.062 0.1380
H 2.915 2.284 -0.397 0.0425
H -2.711 3.629 5.606 0.0891
H 1.667 -4.313 1.451 0.0641
H -4.337 3.193 5.064 0.1046
H -1.648 -4.276 -1.884 0.0637
H -4.388 1.783 -1.306 0.0689
H 2.567 -3.405 -2.774 0.1559
H -3.400 4.375 4.169 0.1007
H -3.300 3.015 -0.580 0.0495
H 2.507 0.958 4.167 0.0820
H -4.334 2.320 2.414 0.1279
H -3.379 1.174 -4.238 0.0852
H 4.240 -0.645 1.753 0.0796
H -1.343 -5.537 1.453 0.0922
H -3.512 -0.169 -3.029 0.0593
H -3.965 3.280 -2.244 0.0786
H 0.824 -2.573 -4.368 0.1724
H -2.001 0.031 -3.983 0.0282
H -3.142 0.766 0.891 0.0782
H -0.827 -5.806 -1.350 0.0907
H 1.248 -5.767 0.429 0.0893
H 0.017 0.355 3.558 0.0808
H 0.084 -4.545 -2.292 0.0375
H 3.685 2.237 3.755 0.0995
H 2.029 1.497 -3.542 0.1568
H -0.564 3.423 -2.597 0.0476
H -1.030 1.926 5.168 0.1244
H 0.493 -0.115 -4.658 0.1517
H -1.952 3.508 -3.754 0.0778
H 4.188 -1.799 -1.747 0.1661
H 5.104 0.917 2.007 0.0994
H 3.673 3.270 0.893 0.1050
```

Calculated values
LUMO level (alpha / beta)	-0.511 / -0.547	Ha
total charge	+4
gap between HOMO and LUMO (alpha / beta)	4.61 / 3.23	eV
strongest force on any atom	7.1	eV Å⁻¹

No. 3
Computed, not measured: a structure of composition C23H40O15P2S at a distorted geometry, with wB97M-V/def2-TZVPD.

```
81
Properties=species:S:1:pos:R:3:lowdin_charge:R:1
S 2.304 0.212 1.987 0.8548
P 3.363 0.637 -0.495 0.8925
P 0.001 -1.296 1.994 0.8820
O -8.276 3.038 -0.529 0.0413
O 3.745 -0.078 1.057 -0.5737
O 7.351 2.479 -3.403 0.0932
O 4.291 2.079 -0.809 -0.3271
O 9.180 1.705 -2.269 0.0288
O -3.121 -1.206 0.042 0.0485
O -7.139 2.215 -2.334 0.0788
O -5.125 -0.229 -0.467 0.0382
O -2.154 -1.960 7.275 0.0998
O 4.009 -5.518 -4.024 0.0281
O 1.716 -1.354 2.455 -0.6185
O 2.326 -3.972 -4.104 0.0953
O 3.443 -0.516 -1.798 -0.3391
O 2.639 1.076 3.227 -0.4352
O -1.994 -1.406 5.062 -0.0015
C 7.405 2.556 -0.986 -0.1022
C -2.573 0.313 6.557 -0.0883
C -0.645 0.368 -0.257 -0.1908
C 7.942 2.273 -2.356 -0.4581
C 9.514 1.516 -0.895 -0.1724
C -2.919 0.733 5.151 -0.1663
C 3.342 -4.409 -3.589 -0.4583
C -0.850 -2.945 2.462 -0.2796
C 5.082 -5.801 -3.127 -0.1736
C -8.381 4.311 0.107 -0.1668
C -4.094 -1.500 -2.154 -0.0822
C -5.146 -0.612 -2.768 -0.1583
C -6.010 -0.258 -1.585 -0.1670
C -2.238 -1.137 6.378 -0.4562
C 8.651 2.491 -0.138 -0.1662
C 5.369 -4.498 -2.427 -0.1687
C -2.079 -0.195 4.313 -0.2184
C 4.011 -3.847 -2.371 -0.0909
C -7.378 3.122 -1.554 -0.4278
C -6.776 4.493 -1.603 -0.0800
C 0.002 -1.113 0.086 -0.4077
C -4.018 -0.976 -0.752 -0.4558
C -7.104 5.033 -0.234 -0.1671
H 10.579 1.711 -0.744 0.1280
H 5.832 -4.630 -1.446 0.1207
H 5.948 -6.161 -3.690 0.1278
H -6.486 0.720 -1.705 0.0730
H -9.266 4.824 -0.283 0.1309
H -6.785 -1.009 -1.398 0.1357
H 2.817 -0.189 -2.534 0.0934
H -5.702 -1.088 -3.580 0.1235
H 9.301 0.476 -0.624 0.1288
H -0.699 0.999 0.728 0.0597
H 4.153 2.347 -1.786 0.0961
H -6.316 4.746 0.472 0.1256
H 4.760 -6.584 -2.432 0.1287
H -0.271 -3.837 1.965 0.0553
H -7.204 6.121 -0.205 0.1224
H -4.410 -2.547 -2.127 0.1378
H 6.941 3.544 -0.941 0.1330
H -3.134 -1.398 -2.666 0.1310
H 6.687 1.777 -0.714 0.1104
H -3.421 0.440 7.234 0.1300
H 8.462 2.187 0.895 0.1224
H -2.538 -0.394 3.340 0.1125
H 6.044 -3.889 -3.041 0.1244
H -0.769 -3.031 3.649 0.0627
H -5.696 4.444 -1.767 0.1345
H -3.983 0.543 4.962 0.1228
H -1.758 0.256 -0.652 0.0605
H -2.725 1.790 4.950 0.1205
H -1.991 -2.904 2.152 0.0727
H -1.066 0.190 4.156 0.0956
H 1.081 -1.176 -0.406 0.0559
H 9.133 3.476 -0.119 0.1234
H 4.085 -2.758 -2.430 0.1008
H -8.497 4.176 1.186 0.1310
H 3.450 -4.150 -1.483 0.1403
H -7.262 5.069 -2.395 0.1388
H 0.044 0.929 -1.018 0.0578
H -4.674 0.295 -3.166 0.1255
H -0.635 -1.980 -0.398 0.0852
H -1.693 0.840 6.934 0.1371
```

Calculated values
LUMO level	-0.020	Ha
total charge	0
gap between HOMO and LUMO	7.66	eV
strongest force on any atom	5.5	eV Å⁻¹

No. 4
Computed, not measured: a structure of composition C23H41BHfN2O15S3 at a distorted geometry, with wB97M-V/def2-TZVPD.

```
86
Properties=species:S:1:pos:R:3:lowdin_charge:R:1
Hf 2.082 0.476 -0.011 2.1576
S -0.376 3.383 -0.618 0.7680
S 2.277 -2.611 2.225 0.7894
S 1.934 -2.704 -2.219 0.7559
O 2.711 -3.980 1.947 -0.2208
O -1.734 2.833 -0.857 -0.2687
O -1.202 2.864 -7.067 0.0998
O -0.056 -0.182 -0.896 -0.0684
O 0.769 2.513 -0.348 -0.4198
O 1.511 -3.962 -1.553 -0.2403
O -0.393 4.471 0.662 -0.2387
O -0.048 0.186 1.111 -0.0430
O -0.545 -2.040 6.640 0.0881
O 1.093 -1.002 5.644 0.0376
O -0.821 3.424 -5.022 0.0660
O 2.230 -1.533 -1.386 -0.4526
O 2.126 -1.627 1.109 -0.4569
O 3.256 -3.076 -3.135 -0.2133
O 0.832 -2.635 3.041 -0.2556
N -0.130 -1.167 5.873 -0.3030
N -1.184 2.646 -5.846 -0.3371
C 5.531 -2.288 -3.798 -0.0527
C -1.722 1.006 3.259 -0.0869
C -1.180 -0.426 5.166 -0.1291
C -0.805 0.479 4.149 -0.0048
C -2.123 -0.730 0.304 0.0631
C -1.991 -1.058 -5.754 -0.0462
C 4.052 -2.042 -3.696 -0.2926
C -2.405 -0.092 -3.548 -0.0652
C -0.912 -4.363 3.400 -0.0034
C -2.372 5.092 1.929 -0.0569
C 0.038 4.599 -1.977 -0.0328
C -2.394 -1.199 -4.415 -0.0926
C -2.547 -0.664 5.397 0.0359
C -3.578 -0.082 4.558 -0.0144
C -3.085 0.704 3.499 -0.0836
C -1.589 0.198 -6.261 0.0138
C 0.687 -2.362 -3.542 -0.0670
C -0.707 -0.204 0.149 -0.6838
C -1.555 1.260 -5.374 -0.1211
C 3.349 -1.798 3.531 -0.0505
C -1.443 5.432 0.785 -0.2800
C -1.929 1.141 -4.018 0.0053
C -0.276 -3.286 2.451 -0.2532
B 2.584 1.425 2.170 -0.3318
H -2.745 0.106 -0.013 0.0991
H -2.741 -2.149 -4.038 0.1103
H 4.346 -1.600 3.138 0.0855
H 6.008 -1.618 -4.514 0.0952
H 2.164 0.447 1.990 -0.0886
H 5.825 -3.317 -4.004 0.0978
H -2.968 -1.390 6.078 0.1177
H -1.253 -3.949 4.349 0.0738
H -2.061 5.621 -0.093 0.1212
H 0.228 0.742 3.974 0.1008
H -1.063 6.434 0.984 0.1332
H 2.046 2.099 1.522 -0.0348
H -3.823 1.102 2.819 0.1017
H -2.339 -1.585 -0.337 0.1027
H 3.986 -1.146 -3.079 0.0937
H 2.979 -0.824 3.851 0.0488
H 0.734 -3.103 -4.341 0.0950
H -0.269 -2.276 -3.025 0.0545
H 1.009 4.971 -1.648 0.0797
H -4.655 -0.144 4.608 0.1116
H -1.639 -4.927 2.815 0.0882
H -0.073 -4.984 3.713 0.0854
H -1.364 0.325 -7.310 0.1254
H -0.688 5.409 -1.900 0.0803
H -0.891 -2.406 2.258 0.0914
H -2.313 -0.917 1.361 0.0741
H -0.101 -3.573 1.414 0.1199
H -1.513 1.809 2.568 0.0982
H -2.935 -0.309 -2.633 0.0981
H 3.291 -2.384 4.448 0.0879
H -2.754 4.100 1.690 0.0595
H -1.905 4.898 2.894 0.0945
H 6.018 -1.984 -2.872 0.0789
H 0.885 -1.398 -4.010 0.0739
H -3.338 5.590 1.836 0.0998
H 3.637 1.383 1.940 0.0142
H 3.701 -1.798 -4.698 0.1280
H 0.041 4.063 -2.926 0.0510
H 2.386 1.660 3.205 0.0389
H -1.823 1.986 -3.354 0.0881
H -1.986 -1.981 -6.314 0.1117
```

Calculated values
LUMO level	-0.321	Ha
total charge	+2
gap between HOMO and LUMO	5.40	eV
strongest force on any atom	7.9	eV Å⁻¹

No. 5
Computed, not measured: a structure of composition C23H41ClLaP2 at a distorted geometry, with wB97M-V/def2-TZVPD.

```
68
Properties=species:S:1:pos:R:3:lowdin_charge:R:1
La 0.722 0.689 -1.121 1.5140
Cl 1.927 0.776 -3.408 -0.2056
P 1.314 2.553 1.064 0.8214
P -1.561 2.242 -1.099 0.8460
C 3.087 2.535 0.570 -0.2558
C 1.333 5.752 -3.036 -0.1511
C -1.081 5.359 -2.262 -0.1509
C -2.921 -0.641 0.249 -0.0664
C 0.644 -1.626 0.879 -0.3283
C -0.582 -1.783 0.171 -0.3234
C -0.884 -2.887 -0.780 -0.0516
C 1.059 3.971 2.128 -0.2385
C 2.025 5.427 -0.647 -0.1470
C -0.824 0.002 1.615 -0.3194
C -0.145 5.566 -3.406 -0.1854
C -1.478 1.039 2.455 -0.0530
C 0.494 -0.526 1.779 -0.3227
C 1.857 4.915 -1.889 -0.1165
C 1.346 6.644 -0.075 -0.1761
C 1.468 -0.071 2.803 -0.0856
C -0.902 5.736 -0.975 -0.1503
C -1.487 -0.774 0.618 -0.3130
C -0.109 6.917 -0.527 -0.1595
C 1.831 -2.518 0.776 -0.0529
C -1.235 2.404 -2.910 -0.3043
C -3.026 3.235 -0.779 -0.2577
C 0.238 3.010 -0.482 -0.6071
H -3.216 0.402 0.038 0.0237
H -3.564 -0.989 1.075 0.0984
H -0.607 1.625 -3.378 -0.0208
H -3.879 2.552 -0.593 0.0588
H -2.172 1.686 1.901 0.0637
H -0.641 7.357 0.337 0.1261
H -2.190 2.455 -3.449 0.0782
H -2.084 5.083 -2.614 0.1078
H -0.612 -3.856 -0.335 0.0882
H -0.335 -2.828 -1.737 0.0784
H -0.232 4.744 -4.133 0.1077
H 0.397 4.668 1.618 0.0333
H -0.112 7.665 -1.339 0.1231
H 0.068 4.086 -0.481 -0.0170
H 2.574 -2.283 1.548 0.0709
H 1.938 7.542 -0.313 0.1268
H -3.233 3.847 -1.671 0.0427
H -1.596 5.366 -0.218 0.0889
H -2.878 3.853 0.120 0.0531
H 2.901 5.137 -0.051 0.0921
H 3.380 1.771 -0.179 0.0426
H 1.524 -3.564 0.922 0.0882
H -1.950 -2.928 -1.030 0.0718
H 2.398 4.005 -2.174 0.1039
H -0.496 6.420 -4.013 0.1338
H 1.380 6.594 1.026 0.0984
H 1.920 5.514 -3.934 0.1249
H -3.189 -1.239 -0.632 0.0752
H 1.512 6.823 -2.852 0.1196
H 3.450 3.506 0.217 0.0178
H 2.465 -0.508 2.672 0.0746
H 1.102 -0.366 3.798 0.0980
H 0.616 3.642 3.079 0.0523
H -0.720 3.349 -3.079 -0.0054
H 2.349 -2.478 -0.197 0.0780
H 0.841 2.858 -1.421 -0.0525
H -0.768 1.693 2.973 0.0527
H -2.075 0.543 3.239 0.1001
H 1.598 1.032 2.821 0.0090
H 3.610 2.294 1.512 0.0675
H 2.018 4.476 2.303 0.0661
```

Calculated values
LUMO level	-0.113	Ha
total charge	+1
ΔE to the lowest compared entry with this formula, charge and spin	0.000	eV
gap between HOMO and LUMO	6.64	eV
strongest force on any atom	6.3	eV Å⁻¹

No. 6
Computed, not measured: a structure of composition C23H41DyN2P3S at a distorted geometry, with wB97M-V/def2-TZVPD.

```
71
Properties=species:S:1:pos:R:3:mulliken_spin:R:1
Dy -0.984 -0.351 0.522 4.9257
S 0.599 -2.955 -3.452 -0.0004
P 1.489 0.993 1.532 0.0056
P 0.538 -2.663 1.046 0.0231
P -1.065 1.908 -1.240 0.0284
N -1.941 0.310 2.561 0.0050
N -0.642 2.440 7.354 -0.0002
C -0.759 -0.906 -4.705 0.0006
C -1.059 3.599 -0.526 -0.0006
C 0.416 1.957 -2.332 -0.0003
C 2.090 0.348 3.135 -0.0021
C 3.007 0.947 0.511 -0.0027
C 0.531 0.705 -6.022 -0.0001
C -0.673 0.334 -5.400 0.0001
C -1.371 1.399 5.053 -0.0011
C 1.521 -0.261 -6.234 0.0000
C -0.166 -4.215 0.371 -0.0002
C -2.693 -1.607 0.388 0.0227
C -2.424 2.054 -2.464 -0.0007
C 2.283 -2.819 0.516 -0.0011
C -2.177 -1.409 -0.914 0.0135
C -1.733 2.225 3.984 -0.0008
C 0.372 -1.734 -4.704 0.0002
C -1.382 0.012 4.871 -0.0003
C -2.016 1.654 2.750 0.0007
C -1.678 -0.504 3.616 0.0047
C 1.370 -1.534 -5.675 -0.0002
C -0.970 1.975 6.326 0.0001
C 0.724 -3.147 2.810 -0.0003
C 1.398 2.769 1.961 -0.0006
H -2.677 -2.593 0.862 -0.0041
H 2.472 -0.674 3.030 0.0003
H -1.149 -0.652 5.703 0.0001
H 2.303 3.049 2.517 -0.0003
H -1.605 -1.199 -4.063 -0.0004
H -0.123 4.119 -0.766 0.0002
H 1.321 3.382 1.055 0.0002
H 0.596 -5.006 0.408 0.0000
H -1.782 3.307 4.121 0.0001
H 0.688 1.739 -6.303 0.0000
H 0.684 0.937 -2.640 0.0003
H 2.930 -2.182 1.132 0.0002
H -1.548 0.965 -5.422 0.0001
H 0.521 2.962 2.589 0.0002
H 1.267 2.400 -1.800 -0.0001
H 1.276 0.346 3.870 0.0002
H 2.075 -2.334 -5.844 0.0000
H -2.031 2.194 -3.480 -0.0003
H 3.224 -0.085 0.206 0.0002
H -0.482 -4.070 -0.669 -0.0001
H 2.464 0.007 -6.673 0.0000
H 2.591 -3.868 0.624 -0.0007
H 3.858 1.344 1.082 -0.0001
H -1.545 -2.161 -1.403 -0.0029
H -1.689 -1.580 3.433 -0.0027
H -1.909 4.163 -0.931 -0.0005
H 1.576 -3.834 2.912 0.0001
H 2.895 1.002 3.498 -0.0001
H 2.865 1.551 -0.394 0.0004
H 2.378 -2.519 -0.535 -0.0001
H -2.641 -0.690 -1.591 -0.0083
H -3.482 -0.942 0.768 0.0024
H 0.191 2.544 -3.233 -0.0003
H -0.192 -3.648 3.148 0.0003
H 1.763 -2.588 -3.071 -0.0001
H -2.287 2.264 1.885 -0.0033
H -1.163 3.549 0.566 0.0000
H -3.035 1.144 -2.443 0.0006
H -1.034 -4.516 0.971 0.0004
H 0.893 -2.263 3.438 -0.0006
H -3.063 2.907 -2.197 0.0001
```

Calculated values
LUMO level (alpha / beta)	-0.458 / -0.448	Ha
total charge	+3
ΔE to the lowest compared entry with this formula, charge and spin	2.977	eV
gap between HOMO and LUMO (alpha / beta)	3.27 / 3.53	eV
expectation value of S²	9.33
strongest force on any atom	9.7	eV Å⁻¹
spin multiplicity	6

Question: Number 1 is which compound?
Answer: C23H40N4O2S2SiTi